This record from the OMol25 dataset describes one molecule with the formula C6H9N. The level of theory is the ωB97M-V functional and the def2-TZVPD basis.

The geometry in ORCA input format:
```
! RIJCOSX wB97M-V def2-TZVPD def2/J DEFGRID3
* xyz 0 1
C 0.08307 -0.04439 2.01855
C -0.29373 -0.16007 0.57305
C 0.34747 0.20724 -0.58788
C 1.67678 0.86763 -0.77311
C -0.48668 -0.17244 -1.67548
C -1.60522 -0.77249 -1.16026
N -1.47711 -0.75553 0.20470
H 0.63098 0.88297 2.22431
H 0.70853 -0.88317 2.35174
H -0.81606 -0.03436 2.64728
H 2.47570 0.13435 -0.94402
H 1.95498 1.49423 0.07983
H 1.63833 1.50880 -1.66271
H -0.24637 0.04881 -2.70935
H -2.48205 -1.20138 -1.62742
H -2.15276 -1.11169 0.85925
*
```

Computed properties:
- relative energy (zero: lowest compared OMol25 entry of this formula, charge and spin) (kJ/mol) = 9.8
- E (eV) = -7858.0577
- SMILES = Cc1cc[nH]c1C
- HOMO-LUMO gap (Ha) = 0.326
- HOMO (eV) = -7.81